Record 1
A structure of composition C34H28FeN3O3P in a non-equilibrium geometry, computed with ωB97M-V/def2-TZVPD.

CARTESIAN COORDINATES (ANGSTROEM)
Fe 0.11143 0.04738 -0.27423
C -1.15069 -5.44879 -1.86540
C -2.23180 -4.71340 -2.34047
C -2.20830 -3.33721 -2.30355
C -1.08366 -2.67080 -1.78416
C -0.00639 -3.41596 -1.29002
C -0.04229 -4.79352 -1.34632
N -1.00217 -1.29129 -1.76524
N -1.86493 -0.62519 -2.38783
C -2.06970 0.66537 -1.99011
C -3.04638 1.44729 -2.61443
C -3.30048 2.72359 -2.14816
C -2.58554 3.24443 -1.07580
C -1.56385 2.49215 -0.48980
C -1.32812 1.20634 -0.91984
H -1.17318 -6.52964 -1.90453
H -3.08991 -5.22385 -2.75733
H -3.02418 -2.74408 -2.69262
H 0.85390 -2.90170 -0.87792
H 0.80612 -5.36149 -0.99006
H -3.59260 1.02996 -3.45140
H -4.05926 3.32559 -2.62977
H -2.80806 4.23539 -0.70308
H -0.96180 2.92385 0.30204
O -0.26770 -0.10907 1.77685
P -1.27943 -0.80941 2.67187
C -1.12861 -2.59955 2.55985
C -2.22377 -3.45785 2.54070
C -2.01329 -4.82858 2.55691
C -0.72286 -5.33328 2.61623
C 0.36930 -4.47607 2.64244
C 0.16993 -3.10791 2.60645
C -2.95035 -0.31483 2.20869
C -3.43696 -0.75134 0.97692
C -4.67797 -0.32620 0.53583
C -5.43025 0.53633 1.32309
C -4.94611 0.97293 2.54751
C -3.70250 0.55029 2.99513
C -0.99662 -0.38762 4.39209
C -1.68644 -1.08806 5.38017
C -1.47372 -0.77378 6.71099
C -0.57525 0.23054 7.05077
C 0.11038 0.92473 6.06508
C -0.09746 0.61772 4.72892
H -3.23164 -3.06194 2.51692
H -2.85975 -5.50212 2.53314
H -0.56601 -6.40394 2.64129
H 1.37496 -4.87249 2.68792
H 1.01477 -2.42832 2.62048
H -2.83982 -1.43204 0.37937
H -5.06008 -0.66624 -0.41784
H -6.40153 0.86759 0.98008
H -5.53587 1.64531 3.15591
H -3.31765 0.89323 3.94731
H -2.38174 -1.87337 5.10633
H -2.00382 -1.31172 7.48523
H -0.40809 0.47000 8.09239
H 0.80765 1.70513 6.33829
H 0.42847 1.14490 3.94311
O 1.63210 1.45426 -0.95666
C 2.48032 0.53452 -0.90647
C 3.90577 0.53589 -1.38467
C 4.36589 -0.88548 -1.04662
C 3.15460 -1.54400 -0.38082
O 3.09573 -2.66400 0.05959
N 2.10464 -0.63546 -0.38062
H 4.46906 1.31629 -0.87353
H 3.93055 0.76232 -2.45045
H 5.21690 -0.92113 -0.36917
H 4.62200 -1.46919 -1.93003

Summary:
Multiplicity ... 6
Net charge ... +1
HOMO energy (alpha / beta) ... -11.2 / -11.2 eV
ΔE to the lowest compared entry with this formula, charge and spin ... 47.60 kJ/mol

Record 2
A cluster of 9 separate species, C6H30N6O9 in total in a non-equilibrium geometry, computed with ωB97M-V/def2-TZVPD.

CARTESIAN COORDINATES (ANGSTROEM)
C 3.24275 0.75827 -0.88213
C 2.36119 1.77916 -1.63980
C 2.48383 1.75780 -3.14616
O 1.01247 1.46530 -1.21577
H 3.26287 0.95369 0.25598
H 4.22693 0.56922 -1.26567
H 2.64225 -0.19751 -0.88791
H 2.67179 2.74066 -1.38048
H 1.85266 2.57119 -3.55904
H 1.98940 0.85693 -3.51307
H 3.52237 1.80703 -3.51772
H 0.49922 1.70843 -1.98689
C -0.20273 1.49351 2.34934
O -0.89915 2.29524 1.63927
N 1.12002 1.11311 2.04056
N -0.69579 1.11710 3.54312
H 1.34367 1.55916 1.12998
H 1.51978 0.22810 2.19934
H -0.30760 0.37417 4.13860
H -1.49674 1.60274 3.92373
C -0.93852 -3.19948 2.20249
O -0.38308 -3.80086 3.16208
N -1.10105 -3.94689 0.99370
N -1.37363 -1.88630 2.21627
H -1.28140 -3.32935 0.20688
H -0.31235 -4.63215 0.86274
H -1.08037 -1.32435 3.00156
H -1.28246 -1.35904 1.35333
C -2.11427 2.04172 -1.86618
O -1.17258 2.04801 -2.66119
N -3.28694 1.47575 -2.21860
N -2.09259 2.54719 -0.68922
H -3.92219 0.97989 -1.58856
H -3.18430 1.02229 -3.16695
H -2.89361 2.49979 -0.04483
H -1.15511 2.78961 -0.37313
O -0.83436 -0.29687 0.03775
H -1.18721 0.60234 0.25690
H 0.00857 -0.00877 -0.39269
O -1.86900 -2.17944 -1.66790
H -1.59886 -1.42876 -1.12089
H -1.05380 -2.51003 -2.10625
O -2.17851 -0.34989 -4.02837
H -1.44040 0.01157 -3.53717
H -2.29308 -1.24672 -3.69208
O 2.28780 -1.52056 1.08526
H 1.96421 -2.13384 1.72150
H 3.05892 -1.94320 0.68348
O 0.77516 -1.56345 4.14986
H 0.44802 -2.49898 4.09668
H 1.33780 -1.41254 4.89823

Summary:
Multiplicity ... 1
HOMO energy ... -9.8 eV
ΔE to the lowest compared entry with this formula, charge and spin ... 39.78 kJ/mol
SMILES ... NC(N)=O.NC(N)=O.NC(N)=O.CC(C)O.O.O.O.O.O

Record 3
A structure of composition C23H70N2O11 in a non-equilibrium geometry, computed with ωB97M-V/def2-TZVPD.

CARTESIAN COORDINATES (ANGSTROEM)
C -1.45717 3.52316 0.51366
C -2.85580 2.88142 0.67177
C -4.05030 3.70491 0.19424
O -2.93526 1.66989 -0.01576
H -1.49911 4.41447 1.13969
H -1.23011 3.75347 -0.52725
H -0.64268 2.90405 0.88971
H -3.06735 2.71226 1.72757
H -5.00244 3.18005 0.27215
H -3.98559 3.90282 -0.87568
H -4.12723 4.59722 0.81551
H -2.25215 1.07607 0.30415
C -0.98158 -4.71939 0.42288
C -1.87316 -4.13898 -0.69163
C -2.11388 -2.63919 -0.64483
O -1.25457 -4.40523 -1.94146
H 0.00899 -4.28882 0.56950
H -0.90372 -5.78961 0.23143
H -1.47957 -4.58268 1.38278
H -2.86023 -4.60101 -0.70987
H -2.70406 -2.20528 -1.45199
H -1.17211 -2.09884 -0.74073
H -2.63270 -2.29450 0.24967
H -0.37191 -4.05690 -1.79591
C -1.66304 0.13086 -1.31228
C -1.02634 -0.20878 0.07023
C 0.37457 -0.80783 -0.00404
O -1.04508 1.00615 0.85134
H -1.74946 -0.80650 -1.86181
H -1.15806 0.93533 -1.84700
H -2.67204 0.52361 -1.18673
H -1.68114 -0.95257 0.52421
H 0.88929 -1.04764 0.92636
H 1.04363 -0.20762 -0.62066
H 0.30343 -1.77726 -0.49723
H -1.11999 0.67714 1.75009
C 3.89021 0.12824 5.51492
C 2.71895 -0.83624 5.77334
C 1.97534 -1.21910 4.47524
O 1.56766 -0.01759 3.84019
C 1.03601 -0.19823 2.51357
N 3.27626 -2.06481 6.34212
H 4.42200 0.37902 6.43275
H 3.46868 1.03380 5.07862
H 4.62059 -0.23139 4.79014
H 1.97209 -0.35566 6.40527
H 1.05215 -1.71062 4.78220
H 2.61744 -1.81419 3.82588
H 0.63763 0.74040 2.12838
H 0.19333 -0.88478 2.59502
H 1.74042 -0.71340 1.86050
H 2.64193 -2.85064 6.35640
H 4.02926 -2.36665 5.74047
C 0.45692 1.52306 -3.16373
C 1.94255 1.78429 -3.11290
C 2.76520 0.50692 -3.50296
O 2.64215 -0.49942 -2.55485
C 3.54320 -1.59669 -2.68808
N 2.26280 2.90022 -4.00916
H 0.02145 1.42832 -4.15846
H -0.04066 2.38483 -2.71891
H 0.10527 0.71240 -2.52555
H 2.19020 2.15353 -2.11770
H 3.83644 0.67650 -3.61150
H 2.48964 0.14755 -4.49443
H 3.29254 -2.10294 -3.62027
H 3.52903 -2.37449 -1.92457
H 4.59017 -1.30449 -2.76914
H 1.78257 3.69963 -3.62129
H 3.21801 3.16125 -3.81034
C -3.84291 -0.47189 -2.39445
O -3.02613 -1.52708 -2.86167
H -3.19592 0.40386 -2.44510
H -4.71274 -0.21039 -2.99704
H -4.09295 -0.65831 -1.35002
H -3.56417 -2.31104 -2.72930
C -3.81025 2.31633 -2.46333
O -4.46749 1.85374 -1.30631
H -2.93466 1.75618 -2.79146
H -4.50469 2.30322 -3.30337
H -3.49480 3.33840 -2.25368
H -3.86587 1.81632 -0.55914
C -1.09004 0.45981 3.41736
O -1.28465 -0.49456 2.40141
H -0.31289 1.17591 3.15029
H -2.00455 1.04089 3.53621
H -0.68958 0.03304 4.33692
H -1.75642 -1.25547 2.74788
C 3.48190 1.07692 -0.42182
O 3.99488 1.18610 0.89175
H 3.40162 2.09113 -0.81301
H 4.16082 0.57172 -1.10879
H 2.49856 0.60697 -0.40493
H 3.49395 1.83064 1.39696
C 1.49215 -3.12905 -1.92828
O 0.59659 -4.18649 -1.59821
H 1.49608 -2.98406 -3.00859
H 1.26523 -2.16029 -1.48318
H 2.49314 -3.36009 -1.56395
H 1.02583 -5.04192 -1.67300
C 0.77019 2.57462 -0.41542
O 0.68908 1.88055 0.82318
H 1.55784 3.28538 -0.66546
H 0.89508 1.77573 -1.14637
H -0.20344 3.01856 -0.62292
H 0.00192 1.21201 0.77342

Summary:
Multiplicity ... 1
HOMO energy ... -8.6 eV
ΔE to the lowest compared entry with this formula, charge and spin ... 2317.76 kJ/mol

Record 4
A structure of composition C26H49NO6S2 in a non-equilibrium geometry, computed with ωB97M-V/def2-TZVPD.

CARTESIAN COORDINATES (ANGSTROEM)
C -0.50010 -3.47218 1.53361
C 0.15292 -2.99276 0.38823
C 0.08077 -1.60858 0.11640
C -0.46024 -0.75775 1.08129
C -0.88695 -1.23518 2.32881
C -0.99769 -2.64963 2.49770
N -0.44869 0.70509 0.85325
O 0.16275 1.40846 1.59250
O -1.07171 1.22505 -0.11563
H -0.52802 -4.51696 1.80572
H 0.54711 -3.66807 -0.35674
H 0.35572 -1.15594 -0.82484
H -1.18401 -0.56777 3.12426
H -1.31028 -3.01766 3.46374
C -5.50407 -2.14138 1.47002
C -3.99304 -1.87960 1.12240
C -3.48037 -0.71101 0.36665
C -4.07666 -0.64123 -1.07885
C -3.27262 -1.47807 -2.08374
C -4.02639 -1.69170 -3.42835
H -5.71325 -2.96976 2.14687
H -6.20349 -2.48179 0.70646
H -5.81777 -1.21493 1.95104
H -3.24607 -2.02509 1.90276
H -3.58156 -2.76326 0.63462
H -2.39097 -0.68337 0.34343
H -3.66986 0.17378 0.97439
H -5.12855 -0.88430 -1.22903
H -4.03573 0.39350 -1.41907
H -2.35293 -0.99408 -2.41242
H -3.05544 -2.49132 -1.74571
H -4.49591 -0.75783 -3.73743
H -3.33057 -2.00635 -4.20612
H -4.87545 -2.34700 -3.23397
C 1.45440 -1.50986 3.17799
C 1.94617 -0.27717 2.37218
C 3.14513 0.38409 2.96717
C 3.50280 1.65459 2.19665
C 4.34806 2.59659 2.97607
C 5.62731 1.92909 3.63991
H 1.19725 -1.26813 4.20927
H 2.12259 -2.37092 3.19176
H 0.56564 -1.92221 2.70032
H 2.15129 -0.48241 1.32151
H 1.11008 0.41836 2.29930
H 3.97633 -0.32090 2.98145
H 2.94277 0.44434 4.03652
H 3.72193 1.55796 1.13328
H 2.57445 2.22576 2.19997
H 4.64207 3.38077 2.27842
H 3.80813 3.05427 3.80499
H 6.29340 2.61504 4.16325
H 5.47606 1.15944 4.39678
H 6.45338 1.58796 3.01593
C 0.95426 0.10938 -3.69809
C 0.82158 -0.67484 -5.02085
C 0.75076 -2.08146 -4.59936
S -0.24538 -2.17361 -3.05914
O 0.57998 -2.83949 -2.02761
O -1.63689 -2.62026 -3.40992
C -0.20586 -0.34532 -2.73334
H 0.79364 1.17277 -3.87561
H 1.83986 -0.11449 -3.10338
H 1.61230 -0.24217 -5.63376
H -0.08754 -0.33882 -5.51952
H 1.73182 -2.54575 -4.49909
H 0.14541 -2.63862 -5.31434
H -0.07616 -0.15363 -1.66820
H -1.02732 0.15659 -3.24460
C 1.23835 4.68650 -0.91548
C -0.01139 4.24032 -0.03633
C 0.10999 2.79661 0.32584
S 1.34565 2.03350 -0.73629
O 0.60445 1.77107 -2.02491
O 2.13916 1.00347 0.02888
C 2.31503 3.64106 -0.84123
H 1.69281 5.60916 -0.55455
H 0.85363 5.00392 -1.88467
H -0.95661 4.49056 -0.51804
H 0.05897 4.85732 0.85948
H -0.77493 2.17068 0.44092
H 0.68078 2.86693 1.25177
H 3.06934 3.50668 -1.61651
H 2.96440 3.69377 0.03264

Summary:
Multiplicity ... 1
HOMO energy ... -8.2 eV

Record 5
A cluster of 2 separate species, C4H8Br2ClN in total in a non-equilibrium geometry, computed with ωB97M-V/def2-TZVPD.

CARTESIAN COORDINATES (ANGSTROEM)
C 1.29119 -0.42019 -0.32311
C 1.05352 0.81450 -1.10023
C 0.63168 -0.46043 0.99677
C -1.50732 -0.01436 0.87017
N -1.82980 -0.27549 -0.39929
Cl -2.26812 -0.94576 2.10244
Br 1.90507 0.43413 -2.87604
Br 1.16601 0.99743 2.15375
H 2.34868 -0.40204 0.05162
H 0.95219 -1.22054 -1.00648
H -0.01113 1.11154 -1.21202
H 1.55069 1.67867 -0.69277
H 0.76697 -1.42353 1.50643
H -1.34750 0.93508 1.30918
H -2.37483 -1.19787 -0.31377
H -2.32731 0.38886 -1.06665

Summary:
Multiplicity ... 1
HOMO energy ... -8.2 eV
ΔE to the lowest compared entry with this formula, charge and spin ... 204.03 kJ/mol

Record 6
A cluster of 2 separate species, CHCl2NO in total in a non-equilibrium geometry, computed with ωB97M-V/def2-TZVPD.

CARTESIAN COORDINATES (ANGSTROEM)
C -0.01748 -0.08082 0.99659
N 0.55709 0.98040 1.21008
O -0.22848 2.71467 0.01199
Cl 0.37474 -1.61854 1.68995
Cl 0.98739 3.77616 -0.02640
H -0.79131 -0.42220 0.18789

Summary:
Multiplicity ... 1
HOMO energy (alpha / beta) ... -9.8 / -9.8 eV
ΔE to the lowest compared entry with this formula, charge and spin ... 403.54 kJ/mol